(1)
ORCA calculation (ωB97M-V/def2-TZVPD) on a molecular structure, C47H55NP2PdSeSi at a distorted geometry.

For the total energy, the calculation gives -146388.294 eV. As for the orbital gap (spin up / spin down): 7.4155 / 4.6895 eV. The relative energy (zero: lowest compared OMol25 entry of this formula, charge and spin) is 15.2 kcal per mole. The spin multiplicity is 5. For the maximum force, the calculation gives 2.3 eV/Å. The net charge is +2.

XYZ file:
```
108
C47H55NP2PdSeSi (ωB97M-V/def2-TZVPD)
Pd 0.24218 0.29136 -0.61264
C -0.08511 -2.65927 1.67540
N -1.46059 -2.64106 1.28945
C -1.73750 -2.53120 -0.09564
P -2.03170 -0.69848 -0.55663
C -3.08817 -0.13405 0.81588
C -4.32783 -0.69255 1.12446
C -5.02885 -0.22536 2.22171
C -4.51594 0.79606 3.00794
C -3.30169 1.37658 2.68321
C -2.59788 0.91370 1.58761
C -3.16623 -0.92350 -1.94588
C -2.84456 -1.85586 -2.93564
C -3.66793 -2.00470 -4.03507
C -4.80608 -1.21913 -4.16060
C -5.11767 -0.27923 -3.19042
C -4.29651 -0.12016 -2.08962
C -2.48872 -2.88954 2.19627
C -2.46595 -2.33771 3.48310
C -3.48831 -2.60376 4.37164
C -4.54436 -3.42641 4.00574
C -4.57587 -3.97811 2.73386
C -3.56659 -3.71103 1.83422
P 1.06518 -1.26818 1.03148
C 1.52375 -0.44590 2.58955
C 2.81983 -0.44137 3.09911
C 3.06488 0.11960 4.34072
C 2.04074 0.71765 5.05605
C 0.76359 0.77877 4.51916
C 0.50408 0.19497 3.29389
C 2.47430 -2.35225 0.66651
C 2.98089 -2.41689 -0.62465
C 3.99286 -3.31112 -0.92968
C 4.48999 -4.15402 0.05118
C 3.98312 -4.09539 1.34267
C 2.97591 -3.20166 1.65472
H 0.37724 -3.56917 1.26256
H 0.00010 -2.69190 2.76351
H -2.64668 -3.06432 -0.38240
H -0.89496 -2.89880 -0.69177
H -4.74132 -1.47717 0.50769
H -5.98389 -0.66081 2.46918
H -5.07374 1.15184 3.85993
H -2.90816 2.18514 3.27948
H -1.65775 1.37834 1.30007
H -1.95201 -2.46322 -2.84829
H -3.42608 -2.73432 -4.79451
H -5.44372 -1.33872 -5.02173
H -5.99908 0.33274 -3.30533
H -4.53490 0.62222 -1.34266
H -1.66889 -1.66739 3.76886
H -3.47149 -2.15495 5.35290
H -5.33156 -3.64351 4.70877
H -5.38675 -4.62634 2.44232
H -3.59986 -4.18506 0.86502
H 3.63548 -0.88094 2.54539
H 4.05811 0.08137 4.75992
H 2.23586 1.14377 6.02677
H -0.03190 1.26957 5.05899
H -0.49493 0.21990 2.87339
H 2.57967 -1.75459 -1.37968
H 4.38795 -3.35797 -1.93284
H 5.28059 -4.84937 -0.18757
H 4.37267 -4.75801 2.10292
H 2.59434 -3.15592 2.66615
C 1.32411 -0.85865 -3.73972
Si 1.08716 0.85968 -2.83590
C -0.27033 1.93929 -3.92040
C -0.04863 1.65091 -5.39588
C -0.12440 3.41920 -3.62490
C -1.65037 1.46766 -3.48343
C 2.89029 1.78369 -2.67902
C 3.70535 0.90893 -1.72386
C 3.57244 1.85898 -4.03644
C 2.77675 3.19184 -2.11269
H 2.36678 -1.04894 -3.97406
H 0.78331 -0.86567 -4.67826
H 0.95865 -1.69517 -3.14530
H 0.98643 1.80588 -5.68939
H -0.65588 2.33193 -5.99455
H -0.34084 0.63595 -5.65522
H 0.80877 3.80834 -4.01685
H -0.18290 3.61323 -2.55403
H -0.93443 3.96384 -4.11194
H -1.76202 0.39700 -3.63924
H -2.42355 1.97184 -4.06581
H -1.83114 1.69135 -2.42488
H 3.97817 -0.03422 -2.18876
H 3.14878 0.69018 -0.80401
H 4.62825 1.41798 -1.45188
H 3.72539 0.87396 -4.46951
H 4.54676 2.33781 -3.91997
H 2.99498 2.46535 -4.73041
H 2.07327 3.23910 -1.27903
H 2.45987 3.90107 -2.86945
H 3.74667 3.53396 -1.75409
Se 0.58930 2.55528 0.74136
C 1.93439 3.29759 1.83976
C 3.28451 3.27471 1.48818
C 4.19481 3.98961 2.24159
C 3.77698 4.70934 3.35414
C 2.44217 4.68235 3.73884
C 1.52203 3.98767 2.98303
H 3.60732 2.72513 0.61691
H 5.23693 3.99997 1.95695
H 4.48774 5.29732 3.91366
H 2.11883 5.22023 4.61692
H 0.47569 3.98132 3.25141
```

Results of the Löwdin charge analysis, in e, for atoms 1 through 99:
1 Pd 0.1756
2 C -0.2075
3 N -0.0971
4 C -0.2476
5 P 1.0564
6 C -0.3725
7 C -0.0945
8 C -0.0555
9 C -0.0458
10 C -0.0530
11 C -0.1356
12 C -0.4038
13 C -0.1112
14 C -0.0545
15 C -0.0433
16 C -0.0466
17 C -0.0890
18 C -0.2109
19 C 0.0137
20 C -0.0293
21 C -0.0188
22 C -0.0297
23 C 0.0044
24 P 1.0316
25 C -0.3809
26 C -0.0728
27 C -0.0434
28 C -0.0486
29 C -0.0659
30 C -0.1469
31 C -0.3889
32 C -0.0940
33 C -0.0488
34 C -0.0449
35 C -0.0487
36 C -0.1108
37 H 0.1244
38 H 0.1097
39 H 0.0969
40 H 0.1071
41 H 0.1179
42 H 0.1187
43 H 0.1182
44 H 0.1161
45 H -0.0122
46 H 0.1045
47 H 0.1170
48 H 0.1170
49 H 0.1183
50 H 0.1133
51 H 0.1102
52 H 0.1251
53 H 0.1256
54 H 0.1254
55 H 0.1226
56 H 0.1095
57 H 0.1184
58 H 0.1170
59 H 0.1144
60 H 0.0669
61 H 0.0584
62 H 0.1164
63 H 0.1180
64 H 0.1181
65 H 0.1134
66 C -0.1875
67 Si 0.7774
68 C -0.6335
69 C -0.0858
70 C -0.0956
71 C -0.1338
72 C -0.6375
73 C -0.1290
74 C -0.0846
75 C -0.1223
76 H 0.0224
77 H 0.0138
78 H -0.0041
79 H 0.0759
80 H 0.0989
81 H 0.0714
82 H 0.0697
83 H 0.0731
84 H 0.0961
85 H 0.0549
86 H 0.0999
87 H 0.0584
88 H 0.0680
89 H 0.0347
90 H 0.0897
91 H 0.0762
92 H 0.0981
93 H 0.0729
94 H -0.0067
95 H 0.0684
96 H 0.0898
97 Se 0.9059
98 C -0.6000
99 C -0.1048

(2)
ORCA calculation (ωB97M-V/def2-TZVPD) on CH3BrCl2Si in the gas phase at a distorted geometry.

For the total energy, the calculation gives -104049.184 eV. As for the orbital gap (spin up / spin down): 7.0412 / 6.5166 eV. The relative energy (zero: lowest compared OMol25 entry of this formula, charge and spin) is 93.3 kcal per mole. For the maximum force, the calculation gives 3.6 eV/Å.

XYZ file:
```
8
CH3BrCl2Si (ωB97M-V/def2-TZVPD)
C 1.47419 0.91614 -1.76483
Si -0.80498 -0.82832 1.27469
Cl -2.20981 0.55208 0.73150
Cl -0.26623 -0.68689 3.17149
Br 1.34757 0.10407 -0.12120
H 0.73800 0.14935 -2.32575
H 1.01519 1.94206 -1.72009
H -1.29393 -2.14850 0.75418
```

The molecule's natural (NBO) atomic charges, reported in e, are given here:
1 C -0.7605
2 Si 1.0030
3 Cl -0.3584
4 Cl -0.3181
5 Br 0.2144
6 H 0.1765
7 H 0.1820
8 H -0.1389

(3)
ORCA calculation (ωB97M-V/def2-TZVPD) on a molecular structure, C12H36KNO9 at a distorted geometry.

For the total energy, the calculation gives -49257.595 eV. As for the orbital gap (spin up / spin down): 8.0841 / 3.1659 eV. The spin multiplicity is 2. For the maximum force, the calculation gives 4.3 eV/Å. The net charge is +1.

XYZ file:
```
59
C12H36KNO9 (ωB97M-V/def2-TZVPD)
K -2.32911 -0.60276 -10.08053
N -5.55004 1.51274 -9.26317
O -4.75361 0.59483 -9.23871
O -6.23457 1.78084 -10.25126
O -5.67052 2.21772 -8.28516
O -2.99274 3.02245 -6.53057
H -3.63429 2.44152 -6.93940
H -2.15736 2.56609 -6.63117
O -7.04879 -1.32576 -10.05314
H -7.13876 -0.39638 -10.26381
H -6.58126 -1.33836 -9.21799
C -8.31545 4.66358 -7.91795
C -7.28450 5.39848 -8.60558
C -5.96575 5.42192 -7.83299
O -7.07253 4.91027 -9.86261
H -8.08044 3.61093 -7.76049
H -9.25512 4.72389 -8.46703
H -8.38888 5.21488 -6.98052
H -7.59642 6.43820 -8.70451
H -5.88753 6.09558 -6.97966
H -5.09923 5.69730 -8.43415
H -5.85350 4.41975 -7.41928
H -6.83690 4.00672 -9.63971
C -8.89360 -0.83201 -12.74753
C -9.77347 0.40140 -12.54811
C -11.28789 -0.00919 -12.59616
O -9.42306 0.87450 -11.27962
H -9.10504 -1.41473 -13.64410
H -9.05013 -1.52631 -11.92198
H -7.83202 -0.59435 -12.67917
H -9.60637 1.18007 -13.29231
H -11.90678 0.80512 -12.21935
H -11.51408 -0.91539 -12.03425
H -11.50991 -0.17009 -13.65111
H -8.47286 0.91004 -11.41170
C -8.08364 3.09916 -3.80741
C -6.87873 2.96821 -4.79524
C -5.60860 2.20452 -4.36627
O -7.37646 2.27045 -5.91243
H -7.99838 3.92888 -3.10571
H -8.35134 2.23858 -3.19436
H -8.98256 3.43809 -4.32236
H -6.69647 3.98450 -5.14456
H -5.81062 1.17692 -4.06405
H -5.05571 2.67202 -3.55151
H -4.86048 2.11356 -5.15377
H -6.62669 2.02219 -6.45815
C -6.12606 4.09266 -13.91714
C -6.67866 2.72996 -13.91272
C -6.71614 2.08637 -15.25493
O -5.90148 1.89915 -13.05237
H -5.32437 4.13494 -14.65443
H -5.69671 4.39150 -12.96087
H -6.90022 4.82739 -14.13835
H -7.68644 2.83317 -13.51044
H -7.36417 2.58155 -15.97807
H -7.02725 1.05236 -15.10613
H -5.75443 1.93335 -15.74464
H -5.97396 2.14720 -12.12781
```

The molecule's natural (NBO) atomic charges, reported in e, are given here:
1 K 0.9980
2 N 0.7471
3 O -0.5782
4 O -0.5660
5 O -0.5549
6 O -0.9398
7 H 0.4751
8 H 0.4652
9 O -0.9345
10 H 0.4693
11 H 0.4637
12 C -0.6259
13 C 0.0573
14 C -0.5929
15 O -0.2058
16 H 0.2793
17 H 0.2571
18 H 0.2615
19 H 0.2306
20 H 0.2714
21 H 0.2506
22 H 0.2564
23 H 0.5230
24 C -0.6484
25 C 0.0969
26 C -0.6206
27 O -0.7123
28 H 0.2149
29 H 0.2274
30 H 0.2014
31 H 0.1490
32 H 0.2141
33 H 0.2134
34 H 0.2097
35 H 0.4546
36 C -0.6318
37 C 0.1069
38 C -0.6435
39 O -0.7446
40 H 0.2133
41 H 0.2224
42 H 0.2171
43 H 0.1340
44 H 0.2196
45 H 0.2219
46 H 0.2059
47 H 0.4790
48 C -0.6197
49 C 0.0836
50 C -0.6295
51 O -0.7531
52 H 0.2117
53 H 0.1951
54 H 0.2122
55 H 0.1502
56 H 0.2211
57 H 0.2241
58 H 0.2138
59 H 0.4829

Look up the maximum force of the first one. 2.3 eV/Å

Look up the maximum force of the first one. 2.3 eV/Å

What is the formula in the first record? C47H55NP2PdSeSi